Computed, not measured: a structure of composition C2H2FI3 at a distorted geometry, with ωB97M-V/def2-TZVPD.

ORCA input file:
```
! wB97M-V def2-TZVPD RIJCOSX def2/J DEFGRID3
* xyz 0 1
C -0.13658 -1.10353 1.26314
C 0.08624 1.20125 -2.24700
F -0.30966 -0.04632 2.00809
I 2.12078 1.20524 -1.74594
I -1.05624 2.72950 -1.45365
I -1.37590 -0.97792 -0.51571
H 0.91502 -0.95472 0.87227
H -0.24365 -2.05349 1.81881
*
```

relative energy (zero: lowest compared OMol25 entry of this formula, charge and spin) = 298.31 kJ/mol
HOMO energy = -8.53 eV
LUMO = -1.388 eV
frontier orbital gap = 7.15 eV

---

Computed, not measured: an isolated molecule of C16H16N6O4S2 at a distorted geometry, with ωB97M-V/def2-TZVPD.

ORCA input file:
```
! wB97M-V def2-TZVPD RIJCOSX def2/J DEFGRID3
* xyz 0 1
C 0.73825 4.26317 -0.94342
C 0.05797 3.43487 0.13380
O 0.76835 2.20137 0.31544
C 1.35001 1.99857 1.49060
O 1.23882 2.71364 2.45764
C 2.18192 0.77498 1.50844
C 2.80801 0.33675 2.64058
S 3.73563 -1.06580 2.32214
C 3.20314 -0.95467 0.63359
N 3.65410 -1.89219 -0.24872
C 3.35638 -2.08102 -1.58545
O 3.92510 -2.94874 -2.19832
C 2.31039 -1.18019 -2.17508
S 0.69611 -1.56607 -1.40968
C -0.10839 -0.09493 -1.81231
N 0.33931 0.79291 -2.67639
N -0.54888 1.77070 -2.69192
N -1.50766 1.54761 -1.90021
N -1.28903 0.36412 -1.30369
C -2.15380 -0.14760 -0.33029
C -3.02005 0.72830 0.30938
C -3.87173 0.23447 1.28275
C -3.86069 -1.10381 1.61459
C -2.99697 -1.98645 0.95995
O -3.06479 -3.28279 1.34486
C -2.22023 -4.22236 0.71996
C -2.14314 -1.50327 -0.02511
N 2.41955 0.03155 0.39254
H 1.76320 4.48822 -0.65820
H 0.73923 3.71650 -1.88357
H 0.19379 5.19314 -1.07710
H 0.03018 3.96309 1.09157
H -0.95748 3.17307 -0.17451
H 2.76108 0.77470 3.61625
H 4.33570 -2.55045 0.11308
H 2.50659 -0.13176 -1.95471
H 2.23502 -1.35180 -3.24792
H -3.02296 1.77056 0.03668
H -4.54787 0.90585 1.78852
H -4.51550 -1.49956 2.37382
H -2.43165 -4.30196 -0.35066
H -2.43600 -5.17459 1.20119
H -1.16454 -3.97265 0.86409
H -1.48653 -2.16547 -0.56417
*
```

relative energy (zero: lowest compared OMol25 entry of this formula, charge and spin) = 17.27 kJ/mol
HOMO energy = -8.85 eV
LUMO = 0.209 eV
frontier orbital gap = 9.06 eV
SMILES = CCOC(=O)c1csc(NC(=O)CSc2nnnn2-c2cccc(OC)c2)n1